The following is a quantum chemistry calculation of a structure of composition C37H57N6OReSi2Te, from OMol25.

```
105
Properties=species:S:1:pos:R:3:forces:R:3:mulliken_charge:R:1
Re 0.0233 -0.1303 -0.2523 -0.07 -0.18 -0.12 0.41
C -0.2785 -0.3384 -4.1971 0.01 -0.03 -0.05 -1.26
Si -0.9837 -1.6506 -3.0406 0.01 0.09 0.07 0.56
C 0.3034 -2.9224 -2.5423 0.01 -0.04 -0.03 -0.84
C -2.2748 -2.5602 -4.0364 0.01 0.01 -0.02 -1.30
C -1.6218 -0.7227 -1.4963 -0.05 0.07 0.00 1.76
C -1.9341 0.7030 -1.7935 0.10 -0.04 0.05 -1.61
C -2.9116 1.3464 -2.5397 -0.04 0.01 -0.03 -0.65
C -2.8930 2.7303 -2.5936 0.02 -0.01 0.02 -0.62
C -1.9119 3.4530 -1.9136 0.00 -0.02 0.00 -0.84
C -0.9609 2.7657 -1.1948 0.00 0.07 -0.02 -0.28
N -0.9851 1.4255 -1.1503 0.05 -0.03 -0.04 -0.46
Si -3.0543 -1.6292 -0.6297 0.05 0.01 0.02 0.30
C -3.5418 -0.7844 0.9765 -0.02 -0.01 0.01 -1.01
C -4.6123 -1.6041 -1.6628 -0.03 0.03 0.01 -1.28
C -2.4905 -3.3890 -0.3050 -0.03 0.01 -0.01 -0.19
H -1.0813 0.0366 -4.8359 0.00 0.01 0.00 0.33
H 0.4747 -0.7631 -4.8670 -0.01 0.01 0.00 0.56
H 0.1423 0.5317 -3.6896 -0.01 0.01 0.01 0.20
H 0.8283 -3.2719 -3.4361 0.00 -0.01 0.01 0.54
H -0.1901 -3.7937 -2.1064 0.01 0.00 0.03 0.27
H 1.0510 -2.5710 -1.8287 0.01 0.00 0.01 0.12
H -1.7647 -3.0211 -4.8875 -0.01 -0.01 -0.01 0.40
H -3.0374 -1.8943 -4.4429 -0.01 0.01 0.00 0.34
H -2.7727 -3.3580 -3.4853 0.00 -0.01 0.00 0.36
H -3.6621 0.7715 -3.0641 -0.01 0.00 0.00 0.60
H -3.6438 3.2585 -3.1666 -0.01 -0.01 0.00 0.51
H -1.8904 4.5322 -1.9446 0.00 0.00 0.00 0.47
H -0.1720 3.2653 -0.6486 0.01 -0.03 0.01 0.57
H -3.3640 0.2939 0.9377 -0.01 0.00 0.00 0.23
H -3.0229 -1.1834 1.8486 -0.01 -0.01 -0.02 0.12
H -4.6126 -0.9306 1.1355 0.00 0.01 0.01 0.59
H -5.0461 -0.6012 -1.6662 -0.02 -0.01 -0.02 0.37
H -5.3478 -2.2568 -1.1843 -0.01 0.00 -0.01 0.40
H -4.4990 -1.9365 -2.6921 0.01 -0.01 0.00 0.34
H -1.4447 -3.3987 0.0110 0.00 -0.02 0.01 -0.55
H -2.5801 -4.0161 -1.1937 0.01 -0.01 0.00 0.45
H -3.0981 -3.8471 0.4796 0.01 0.00 0.00 0.40
C 5.1520 3.1507 -2.2995 0.01 -0.01 -0.01 -1.40
C 5.0773 2.1683 -3.4631 -0.04 -0.01 0.00 0.78
C 3.9341 2.5082 -4.4152 0.03 -0.01 0.00 -1.33
C 5.0106 0.7179 -2.9796 0.06 0.06 -0.05 -1.26
N 3.8066 0.4432 -2.1823 -0.05 -0.04 0.02 0.69
C 2.5682 0.1652 -2.5854 0.02 -0.13 -0.07 -0.90
N 1.8209 0.0435 -1.5108 -0.05 0.18 0.16 0.41
N 2.6363 0.2673 -0.4506 -0.01 0.04 -0.06 0.11
N 3.8214 0.5050 -0.8447 0.02 0.02 0.00 -0.93
H 5.2956 4.1639 -2.6723 0.00 0.00 0.00 0.44
H 5.9792 2.9192 -1.6277 0.00 0.00 0.01 0.37
H 4.2284 3.1456 -1.7149 0.00 0.01 0.00 0.23
H 6.0146 2.2195 -4.0241 0.00 0.00 0.00 0.34
H 2.9730 2.5416 -3.8932 0.00 0.01 0.00 0.24
H 3.8619 1.7956 -5.2399 0.00 0.00 0.00 0.36
H 4.0908 3.4947 -4.8490 -0.02 0.01 0.00 0.42
H 5.8535 0.4794 -2.3344 -0.02 -0.02 0.02 0.37
H 5.0002 0.0226 -3.8184 -0.01 -0.01 0.01 0.47
H 2.2588 0.0398 -3.6075 0.00 0.02 0.00 0.76
C -1.1760 0.9259 3.2602 -0.02 -0.01 0.00 -1.46
C -0.6654 -0.3643 2.7068 0.04 0.00 0.03 0.84
O -0.4455 -1.3096 3.6637 0.00 0.02 0.00 -0.83
N -0.4559 -0.6661 1.4942 0.01 0.04 0.08 0.65
Te -0.1973 -3.0766 2.8269 0.00 -0.04 0.00 1.08
C -0.1428 -4.1346 4.6210 0.05 0.02 -0.02 0.69
C -1.2904 -4.9228 4.8266 -0.03 -0.02 -0.01 0.70
C -2.4785 -4.9256 3.8921 0.03 0.00 0.01 -1.73
C -1.3281 -5.7341 5.9494 -0.01 0.00 0.00 -1.04
C -0.2761 -5.7809 6.8578 0.00 0.00 0.00 0.42
C -0.3560 -6.6465 8.0795 0.00 0.01 -0.01 -1.63
C 0.8390 -4.9821 6.6246 0.00 0.00 0.00 -1.02
C 0.9363 -4.1508 5.5200 0.00 0.00 -0.02 0.77
C 2.1711 -3.3139 5.3485 -0.02 -0.01 0.00 -1.06
C 1.7738 -3.1052 2.0847 0.01 0.00 0.03 1.51
C 2.7217 -2.0819 2.1413 -0.01 0.01 -0.01 1.06
C 2.5664 -0.7791 2.8800 0.01 -0.04 -0.01 -1.96
C 3.9204 -2.2927 1.4609 0.01 0.00 0.00 -0.72
C 4.1905 -3.4567 0.7577 0.00 0.00 -0.01 0.42
C 5.5001 -3.6530 0.0488 -0.01 0.01 0.01 -1.74
C 3.2222 -4.4573 0.7388 -0.01 0.00 0.00 -1.17
C 2.0101 -4.3047 1.3893 -0.01 -0.01 0.01 0.67
C 0.9992 -5.4264 1.3523 0.02 0.03 -0.01 -1.93
H -1.0007 0.9803 4.3313 0.01 0.01 0.00 0.43
H -2.2516 0.9852 3.0811 0.00 -0.01 0.01 0.27
H -0.6985 1.7649 2.7590 -0.01 0.00 -0.02 0.30
H -2.9118 -3.9289 3.7770 -0.01 -0.01 -0.01 0.29
H -3.2596 -5.5703 4.2876 0.00 0.00 0.00 0.48
H -2.2211 -5.3044 2.8992 -0.02 0.00 0.00 0.38
H -2.2050 -6.3461 6.1230 0.00 0.00 0.00 0.41
H -1.0122 -7.4997 7.9185 0.00 0.00 0.00 0.40
H -0.7578 -6.0719 8.9167 0.00 0.00 0.00 0.32
H 0.6283 -7.0086 8.3717 0.00 -0.01 0.00 0.40
H 1.6612 -5.0041 7.3302 0.00 0.00 0.00 0.46
H 2.7540 -3.3105 6.2668 0.00 0.00 0.00 0.45
H 1.9166 -2.2815 5.1161 0.01 0.03 0.00 0.01
H 2.8081 -3.6997 4.5513 0.00 0.01 -0.02 0.31
H 1.8304 -0.8210 3.6745 -0.02 0.01 0.01 0.05
H 2.2843 0.0171 2.1894 0.00 0.02 -0.01 0.19
H 3.5197 -0.4943 3.3237 0.00 -0.01 0.00 0.60
H 4.6735 -1.5134 1.5037 0.00 0.00 0.00 0.38
H 6.1460 -2.7839 0.1599 0.00 0.00 0.00 0.38
H 5.3425 -3.8358 -1.0154 0.00 -0.01 0.00 0.38
H 6.0270 -4.5199 0.4488 0.01 0.00 0.00 0.40
H 3.4203 -5.3838 0.2120 0.00 0.00 0.00 0.49
H 1.4072 -6.2910 0.8332 0.01 0.00 0.01 0.53
H 0.0872 -5.1414 0.8164 -0.01 -0.01 0.00 0.29
H 0.7269 -5.7639 2.3581 -0.01 -0.01 0.00 0.39
```
Positions in Å, forces in eV/Å.

- multiplicity = 3
- total charge = +2
- energy (eV) = -75447.29595
- strongest force on any atom (eV/Å) = 0.2
- energy above the lowest of the compared OMol25 structures with the same formula, charge and spin (kJ/mol) = 124.60
- gap between HOMO and LUMO (alpha / beta) (eV) = 7.3 / 7.0
- LUMO energy (alpha / beta) (eV) = -5.29 / -5.58